Record 1
C7H14 | ωB97M-V/def2-TZVPD

Atoms and positions in Å:
C1 2.598 -0.375 -1.306
C2 1.344 0.473 -1.293
C3 0.810 0.886 0.070
C4 -0.673 0.597 0.262
C5 -1.644 1.248 -0.366
C6 -1.028 -0.802 0.738
C7 -1.909 -0.830 1.972
H1 2.780 -0.938 -2.225
H2 3.549 0.095 -1.064
H3 2.385 -1.186 -0.598
H4 0.524 -0.087 -1.762
H5 1.379 1.304 -2.006
H6 1.054 1.889 0.433
H7 1.273 0.241 0.825
H8 -1.595 2.298 -0.649
H9 -2.434 0.793 -0.956
H10 -1.523 -1.269 -0.123
H11 -0.263 -1.541 0.992
H12 -1.499 -0.517 2.934
H13 -2.208 -1.860 2.199
H14 -2.920 -0.417 1.923

Total charge: 0
Kohn-Sham gap: 9.93 eV
Energy: -7484.1595 eV
F_max: 2.56 eV/Å
Lowest unoccupied orbital energy: 1.06 eV
HOMO: -8.87 eV
Structure (SMILES): C=C(CC)CCC
Energy relative to the best compared isomer or geometry (same formula, charge and spin): 205.99 kJ/mol

---

Record 2
C4H9NOP | ωB97M-V/def2-TZVPD

Atoms and positions in Å:
C1 -0.179 1.807 0.537
C2 -0.311 -1.696 0.298
C3 1.873 -0.523 -0.058
C4 0.444 -0.703 -0.514
N1 -0.684 0.750 0.048
O1 -1.460 -1.863 0.085
P1 -2.416 0.289 -0.237
H1 -0.657 2.664 0.831
H2 0.928 1.867 0.921
H3 0.328 -2.399 0.947
H4 2.047 -0.479 1.141
H5 2.491 -1.442 -0.195
H6 2.529 0.292 -0.440
H7 0.007 -0.686 -1.550
H8 -2.572 1.771 -0.059
H9 -2.367 0.350 -1.757

Total charge: +1
Kohn-Sham gap: 9.01 eV
Energy: -17109.3360 eV
F_max: 4.38 eV/Å
Lowest unoccupied orbital energy: -4.85 eV
HOMO: -13.86 eV
Energy relative to the best compared isomer or geometry (same formula, charge and spin): 371.80 kJ/mol

---

Record 3
C46H37ClMgN4OPTe | ωB97M-V/def2-TZVPD

Atoms and positions in Å:
Mg1 -0.966 -0.657 -0.070
C1 -1.715 2.713 2.712
C2 -1.665 2.010 1.496
N1 -0.775 1.067 1.260
C3 0.156 0.764 2.225
C4 0.167 1.411 3.475
C5 -0.813 2.402 3.691
C6 1.154 1.064 4.437
C7 2.091 0.127 4.105
C8 2.115 -0.512 2.842
C9 1.170 -0.226 1.868
N2 1.038 -0.689 0.598
C10 1.815 -1.555 -0.106
C11 2.943 -2.266 0.277
C12 3.647 -3.085 -0.636
C13 3.265 -3.222 -1.939
C14 2.085 -2.561 -2.377
C15 1.573 -2.685 -3.687
C16 0.393 -2.087 -4.029
C17 -0.297 -1.344 -3.052
N3 0.165 -1.176 -1.835
C18 1.353 -1.767 -1.475
H1 -2.471 3.475 2.856
H2 -2.385 2.211 0.709
H3 -0.833 2.916 4.646
H4 1.153 1.549 5.408
H5 2.851 -0.139 4.832
H6 2.897 -1.225 2.655
H7 3.292 -2.226 1.292
H8 4.516 -3.626 -0.279
H9 3.823 -3.841 -2.634
H10 2.129 -3.273 -4.412
H11 -0.023 -2.180 -5.026
H12 -1.257 -0.889 -3.273
Cl1 -1.512 1.883 -2.145
C19 -0.520 3.256 -2.544
C20 -1.108 4.297 -3.248
C21 -0.360 5.421 -3.550
C22 0.966 5.507 -3.140
C23 1.537 4.459 -2.430
C24 0.813 3.307 -2.120
P1 1.508 1.849 -1.196
C25 3.219 1.772 -1.901
C26 3.345 0.975 -3.042
C27 4.555 0.877 -3.718
C28 5.668 1.566 -3.252
C29 5.564 2.341 -2.101
C30 4.349 2.443 -1.430
C31 1.769 2.539 0.488
C32 1.149 3.694 0.962
C33 1.313 4.093 2.287
C34 2.091 3.339 3.154
C35 2.697 2.172 2.698
C36 2.529 1.772 1.380
H13 -2.147 4.220 -3.546
H14 -0.817 6.237 -4.101
H15 1.555 6.389 -3.370
H16 2.571 4.537 -2.108
H17 2.480 0.419 -3.397
H18 4.631 0.255 -4.605
H19 6.614 1.494 -3.778
H20 6.432 2.873 -1.725
H21 4.286 3.046 -0.531
H22 0.524 4.284 0.300
H23 0.824 4.995 2.642
H24 2.211 3.647 4.187
H25 3.283 1.561 3.377
H26 2.978 0.842 1.036
C37 -7.367 -4.784 1.638
C38 -5.937 -4.364 1.397
C39 -5.266 -3.537 2.286
C40 -3.928 -3.172 2.097
C41 -3.290 -2.214 3.081
C42 -3.220 -3.671 0.987
Te1 -1.136 -3.302 0.780
C43 -3.910 -4.465 0.045
C44 -3.250 -4.940 -1.229
C45 -5.247 -4.798 0.270
H27 -7.809 -4.227 2.468
H28 -7.428 -5.850 1.883
H29 -7.985 -4.619 0.750
H30 -5.795 -3.154 3.156
H31 -3.998 -1.943 3.871
H32 -2.975 -1.301 2.569
H33 -2.393 -2.643 3.531
H34 -2.851 -4.090 -1.787
H35 -3.970 -5.472 -1.859
H36 -2.405 -5.596 -1.020
H37 -5.767 -5.415 -0.462
O1 -4.893 0.809 0.168
C46 -3.888 0.241 -0.188
N4 -2.882 -0.328 -0.524

Total charge: -1
Kohn-Sham gap: 5.94 eV
Energy: -90865.8841 eV
F_max: 2.05 eV/Å
Lowest unoccupied orbital energy: 2.27 eV
HOMO: -3.67 eV
Energy relative to the best compared isomer or geometry (same formula, charge and spin): 149.22 kJ/mol

---

Record 4
C4H16O4 | ωB97M-V/def2-TZVPD

Atoms and positions in Å:
O1 4.832 -5.078 -1.500
H1 3.906 -4.861 -1.690
H2 4.849 -6.040 -1.553
O2 3.766 -8.429 -2.334
H3 4.609 -8.717 -1.970
H4 3.129 -9.061 -1.988
C1 6.316 -2.454 -5.245
C2 5.242 -3.092 -4.416
O3 5.543 -4.482 -4.189
H5 6.580 -3.132 -6.065
H6 7.259 -2.221 -4.753
H7 5.941 -1.552 -5.739
H8 4.297 -3.051 -4.963
H9 5.141 -2.579 -3.456
H10 5.449 -4.651 -3.239
C3 0.455 -5.489 -4.027
C4 1.675 -4.756 -3.490
O4 1.788 -4.862 -2.068
H11 0.634 -6.560 -4.101
H12 0.207 -5.104 -5.019
H13 -0.426 -5.326 -3.404
H14 1.639 -3.705 -3.796
H15 2.583 -5.167 -3.936
H16 1.570 -4.018 -1.666

Total charge: 0
Kohn-Sham gap: 10.23 eV
Energy: -12597.0500 eV
F_max: 1.25 eV/Å
Lowest unoccupied orbital energy: 0.53 eV
HOMO: -9.70 eV
Structure (SMILES): CCO.CCO.O.O
Energy relative to the best compared isomer or geometry (same formula, charge and spin): 75.90 kJ/mol

---

Record 5
C18H12F2N2O4 | ωB97M-V/def2-TZVPD

Atoms and positions in Å:
O1 -3.057 -2.583 0.338
C1 -2.803 -1.399 0.123
C2 -3.801 -0.342 0.314
C3 -3.449 1.013 0.352
C4 -4.427 1.966 0.501
C5 -5.771 1.629 0.613
C6 -6.127 0.302 0.603
C7 -5.159 -0.703 0.479
O2 -5.568 -1.970 0.510
H1 -4.773 -2.556 0.474
H2 -7.156 -0.001 0.708
H3 -6.509 2.408 0.721
F1 -4.074 3.267 0.542
H4 -2.417 1.318 0.297
C8 -1.470 -1.026 -0.367
C9 -1.091 -0.099 -1.306
N1 0.262 -0.208 -1.444
N2 0.763 -1.165 -0.640
C10 -0.251 -1.675 -0.005
H5 -0.125 -2.472 0.701
C11 1.068 0.561 -2.281
O3 0.607 1.253 -3.143
C12 2.545 0.420 -1.950
O4 2.686 0.785 -0.598
C13 3.808 0.405 0.072
C14 3.787 0.567 1.461
C15 4.867 0.239 2.250
C16 6.010 -0.272 1.655
C17 6.051 -0.441 0.285
C18 4.962 -0.106 -0.505
H6 5.024 -0.236 -1.574
H7 6.939 -0.836 -0.185
H8 6.861 -0.535 2.264
H9 4.801 0.382 3.317
F2 2.672 1.059 2.039
H10 2.837 -0.627 -2.108
H11 3.123 1.080 -2.610
H12 -1.646 0.597 -1.901

Total charge: 0
Kohn-Sham gap: 8.31 eV
Energy: -35465.1654 eV
F_max: 1.24 eV/Å
Lowest unoccupied orbital energy: -0.50 eV
HOMO: -8.80 eV
Structure (SMILES): O=C(c1cnn(C(=O)COc2ccccc2F)c1)c1cc(F)ccc1O

---

Record 6
C6H19BrN5O3V | ωB97M-V/def2-TZVPD

Atoms and positions in Å:
V1 -0.579 4.372 2.220
Br1 -1.005 2.478 0.311
C1 -3.759 -0.684 2.150
O1 -4.768 -0.425 1.411
N1 -3.479 -1.813 2.679
N2 -2.771 0.078 2.336
H1 -2.506 -2.056 2.800
H2 -4.171 -2.495 2.403
H3 -2.729 0.816 1.647
H4 -1.925 -0.160 2.833
C2 0.591 1.906 -3.513
O2 1.326 1.562 -4.437
N3 1.043 2.244 -2.374
N4 -0.644 2.183 -3.654
H5 2.011 2.067 -2.150
H6 0.374 2.522 -1.670
H7 -1.071 2.861 -3.039
H8 -1.043 2.013 -4.566
C3 -0.557 -1.931 0.349
C4 0.681 -1.387 0.958
C5 1.659 -1.017 -0.139
O3 2.960 -0.811 0.345
C6 3.981 -0.486 -0.523
N5 0.464 -0.315 1.883
H9 -1.214 -2.460 1.039
H10 -0.296 -2.794 -0.264
H11 -1.135 -1.157 -0.156
H12 1.113 -2.200 1.542
H13 1.455 -0.159 -0.781
H14 1.754 -1.960 -0.677
H15 3.916 0.568 -0.795
H16 4.008 -1.028 -1.468
H17 4.928 -0.789 -0.077
H18 0.011 0.389 1.319
H19 1.381 0.070 2.060

Total charge: 0
Kohn-Sham gap (alpha / beta): 6.28 / 7.32 eV
Energy: -115850.5054 eV
F_max: 7.45 eV/Å
Lowest unoccupied orbital energy (alpha / beta): -2.13 / -1.76 eV
⟨S²⟩: 6.002
HOMO (alpha / beta): -8.41 / -9.08 eV
Spin multiplicity: 5
Energy relative to the best compared isomer or geometry (same formula, charge and spin): 0.00 kJ/mol